Below is a molecular structure, C2H2AgCaO2, with properties calculated with ωB97M-V/def2-TZVPD.

Each line ends with the natural charge from an NBO analysis.
Element x y z (Å)
C -1.343 1.191 -0.398  0.259
C -0.554 0.398 0.431  0.286
O -0.320 -0.895 0.101  -0.552
O -1.184 1.154 -1.723  -0.375
H -2.272 0.735 0.230  0.195
Ca 3.738 -1.367 -0.945  0.888
Ag 1.740 -2.134 1.256  0.112
H 0.196 0.918 1.048  0.187

Properties
**E_HOMO (spin up / spin down)**: -10.8 / -10.8 eV
**Orbital gap (spin up / spin down)**: 5.7 / 5.7 eV
**LUMO energy (spin up / spin down)**: -5.04 / -5.04 eV
**Total charge**: +1

Below is a molecular structure, C2H2AgCl6F4, with properties calculated with ωB97M-V/def2-TZVPD.

Each line ends with the natural charge from an NBO analysis.
Element x y z (Å)
Ag -29.077 -2.361 -8.821  1.384
F -27.043 -2.723 -8.015  -0.784
F -29.112 -0.556 -7.530  -0.791
F -31.235 -2.641 -8.721  -0.873
F -27.953 -1.196 -10.376  -0.907
C -30.859 -4.023 -5.475  -0.283
Cl -30.575 -4.803 -3.925  -0.038
Cl -29.411 -4.178 -6.505  0.053
Cl -31.286 -2.318 -5.271  0.040
H -31.671 -4.467 -6.034  0.224
C -30.605 -6.390 -10.421  -0.281
Cl -31.764 -6.121 -11.719  -0.007
Cl -29.652 -4.941 -10.083  0.082
Cl -29.539 -7.796 -10.700  -0.037
H -31.188 -6.592 -9.533  0.218

Properties
**E_HOMO (spin up / spin down)**: -1.7 / -1.1 eV
**Multiplicity**: 2
**Orbital gap (spin up / spin down)**: 5.9 / 5.4 eV
**⟨S²⟩**: 0.756
**LUMO energy (spin up / spin down)**: 4.26 / 4.25 eV
**Total charge**: -2

Below is a molecular structure, C2H2AgFO, with properties calculated with ωB97M-V/def2-TZVPD.

Each line ends with the natural charge from an NBO analysis.
Element x y z (Å)
C -1.183 -0.452 -0.032  -0.734
C -0.085 0.300 0.039  0.740
O 0.416 1.364 -0.267  -0.722
H -2.147 0.031 -0.183  0.238
H -1.091 -1.536 -0.053  0.242
F 1.368 -0.701 0.516  -0.699
Ag 2.721 0.995 -0.020  0.935

Properties
**E_HOMO**: -8.0 eV
**Orbital gap**: 6.4 eV
**LUMO energy**: -1.66 eV

Below is a molecular structure, C2H2AgO2, with properties calculated with ωB97M-V/def2-TZVPD.

Each line ends with the natural charge from an NBO analysis.
Element x y z (Å)
O -1.223 0.336 0.301  -0.765
C -0.033 -0.372 0.415  0.092
C 1.049 0.167 -0.292  0.151
O 2.078 -0.377 -0.736  -0.505
H -1.116 1.293 0.188  0.481
Ag -1.930 -1.797 -0.701  0.410
H 1.175 0.751 0.826  0.136

Properties
**E_HOMO (spin up / spin down)**: -6.8 / -9.1 eV
**Multiplicity**: 2
**Orbital gap (spin up / spin down)**: 5.4 / 7.3 eV
**⟨S²⟩**: 0.788
**LUMO energy (spin up / spin down)**: -1.43 / -1.72 eV

Below is a molecular structure, C2H2AuLiO2, with properties calculated with ωB97M-V/def2-TZVPD.

Each line ends with the natural charge from an NBO analysis.
Element x y z (Å)
O 0.598 -0.873 -0.642  -0.798
C -0.409 -0.515 0.230  0.174
C -0.341 0.716 0.789  0.193
O 0.739 1.493 0.578  -0.475
Li 0.082 -1.132 -2.350  0.990
Au 1.892 0.232 -0.046  1.364
H -1.336 -1.092 0.191  0.267
H -1.225 1.171 1.250  0.284

Properties
**E_HOMO (spin up / spin down)**: -20.1 / -21.7 eV
**Multiplicity**: 3
**Orbital gap (spin up / spin down)**: 9.6 / 9.3 eV
**⟨S²⟩**: 2.013
**LUMO energy (spin up / spin down)**: -10.55 / -12.46 eV
**Total charge**: +2

Below is 2 unconnected molecules or ions with the total composition C2H2BrCl2F, with properties calculated with ωB97M-V/def2-TZVPD.

Each line ends with the natural charge from an NBO analysis.
Element x y z (Å)
C -0.290 -0.125 -1.045  -0.435
C 0.221 0.063 1.024  0.273
F -0.688 0.868 1.524  -0.314
Cl -0.166 -1.604 1.563  -0.037
Cl 1.848 0.467 1.211  0.081
Br 0.003 1.717 -1.775  0.009
H 0.413 -0.894 -1.350  0.204
H -1.342 -0.492 -1.154  0.219

Properties
**E_HOMO**: -9.6 eV
**Orbital gap**: 9.9 eV
**LUMO energy**: 0.32 eV

Below is 2 unconnected molecules or ions with the total composition C2H2BrClO, with properties calculated with ωB97M-V/def2-TZVPD.

Each line ends with the natural charge from an NBO analysis.
Element x y z (Å)
C -2.947 -0.170 -0.472  0.429
C 0.202 0.584 -0.695  -0.451
O -3.008 -0.790 -1.467  -0.466
Cl -4.003 0.471 0.674  0.044
Br 0.096 2.296 0.015  0.083
H -0.072 -0.294 -0.046  0.185
H -0.254 0.401 -1.635  0.176

Properties
**E_HOMO (spin up / spin down)**: -8.8 / -8.9 eV
**Orbital gap (spin up / spin down)**: 7.9 / 8.5 eV
**LUMO energy (spin up / spin down)**: -0.88 / -0.40 eV

Below is C2H2BrClO in the gas phase, with properties calculated with ωB97M-V/def2-TZVPD.

Each line ends with the natural charge from an NBO analysis.
Element x y z (Å)
Cl -2.290 -0.322 0.627  0.015
C -0.633 -0.476 0.232  -0.275
C -0.050 0.470 -0.440  0.069
O 1.248 0.331 -0.871  -0.561
Br 2.406 0.041 0.557  0.298
H -0.081 -1.466 0.611  0.245
H -0.599 1.422 -0.716  0.210

Properties
**E_HOMO**: -9.5 eV
**Orbital gap**: 8.5 eV
**LUMO energy**: -0.98 eV

Please write out number 2 again, unchanged.
Below is a molecular structure, C2H2AgCl6F4, with properties calculated with ωB97M-V/def2-TZVPD.

Each line ends with the natural charge from an NBO analysis.
Element x y z (Å)
Ag -29.077 -2.361 -8.821  1.384
F -27.043 -2.723 -8.015  -0.784
F -29.112 -0.556 -7.530  -0.791
F -31.235 -2.641 -8.721  -0.873
F -27.953 -1.196 -10.376  -0.907
C -30.859 -4.023 -5.475  -0.283
Cl -30.575 -4.803 -3.925  -0.038
Cl -29.411 -4.178 -6.505  0.053
Cl -31.286 -2.318 -5.271  0.040
H -31.671 -4.467 -6.034  0.224
C -30.605 -6.390 -10.421  -0.281
Cl -31.764 -6.121 -11.719  -0.007
Cl -29.652 -4.941 -10.083  0.082
Cl -29.539 -7.796 -10.700  -0.037
H -31.188 -6.592 -9.533  0.218

Properties
**E_HOMO (spin up / spin down)**: -1.7 / -1.1 eV
**Multiplicity**: 2
**Orbital gap (spin up / spin down)**: 5.9 / 5.4 eV
**⟨S²⟩**: 0.756
**LUMO energy (spin up / spin down)**: 4.26 / 4.25 eV
**Total charge**: -2